P | Here is a single C6H11NO molecule from the Open Molecules 2025 dataset. Energies are from ωB97M-V with the def2-TZVPD basis set.

As for the spin multiplicity: 1. The HOMO-LUMO gap comes out at 8.991 eV. The net charge is 0. Its SMILES is C[C@]12C[C@@H]1OC[C@H]2N. Its lowest unoccupied orbital energy is 0.94 eV.

Geometry (Å):
C1 0.67241 -0.50643 1.54481
C2 0.11486 0.42052 0.71707
C3 -1.07419 0.98043 1.43150
C4 -1.25703 0.40935 0.06385
C5 -0.32928 -1.08417 -1.01954
C6 0.75745 0.13375 -0.60107
H1 -0.07794 -1.34132 1.93487
H2 1.15274 0.09555 2.22032
H3 1.67856 -1.22833 1.18340
H4 -1.10877 2.14045 1.30732
H5 -1.03356 0.54989 2.40470
H6 -1.01753 1.15659 -0.91129
H7 -0.12344 -2.21741 -0.92949
H8 -0.24548 -0.90630 -2.10479
H9 1.86509 -0.14736 -0.33802
H10 1.32593 0.56783 -2.68293
H11 -0.35009 1.00990 -1.97953
N1 0.67643 0.96116 -1.81360
O1 -1.62619 -0.99409 -0.42758

---

Q | Here is a molecular structure, C6H11NO from the Open Molecules 2025 dataset. Energies are from ωB97M-V with the def2-TZVPD basis set.

As for the spin multiplicity: 1. The HOMO-LUMO gap (spin up / spin down) comes out at 7.508 / 7.928 eV. The net charge is 0. Its lowest unoccupied orbital energy (spin up / spin down) is -0.17 / -0.03 eV.

Geometry (Å):
C1 -2.44529 0.21409 -0.86796
C2 -1.74039 1.35929 -0.42575
O1 -0.51723 0.48536 -0.81549
H1 -1.67227 1.53473 0.64899
H2 -2.71033 -0.56686 -0.16914
H3 -2.82209 0.15576 -1.88417
H4 -1.73758 2.24449 -1.05518
C3 0.93958 -1.95413 0.42558
C4 0.89086 -0.61067 1.09525
C5 0.95782 0.59394 0.20723
C6 1.78798 0.64529 -0.90569
N1 0.65950 -0.54773 2.34397
H5 0.61252 0.41816 2.67574
H6 0.87659 1.52493 0.77647
H7 1.93407 -2.13020 0.00909
H8 0.22158 -1.98217 -0.39688
H9 0.70414 -2.73285 1.14846
H10 2.00010 -0.24602 -1.47174
H11 2.06042 1.59459 -1.33879

---

Which structure is most stable, and how do the rest compare? From most to least stable: Q, P.

---

P | Here is a single C7H14O2 molecule from the Open Molecules 2025 dataset. Energies are from ωB97M-V with the def2-TZVPD basis set.

As for the spin multiplicity: 1. The HOMO-LUMO gap comes out at 10.288 eV. The net charge is 0. Its SMILES is CC[C@@H](C)[C@@H](C)C(=O)O. Its lowest unoccupied orbital energy is 0.79 eV.

Geometry (Å):
C1 0.11153 0.31511 0.44874
C2 0.55271 -0.69281 -0.55322
C3 -1.39261 0.82265 -0.20166
C4 0.03579 -0.22677 1.86892
C5 0.45635 -0.45737 -2.04787
C6 -2.57643 0.94652 0.74094
C7 2.26679 -0.89982 -0.16726
O1 3.07989 -0.10620 -0.91547
O2 2.75985 -1.64097 0.66184
H1 3.99313 -0.33260 -0.64173
H2 0.73989 1.21089 0.43380
H3 0.13838 -1.67875 -0.32257
H4 -1.77529 0.33749 -1.10178
H5 -1.11117 1.82539 -0.54174
H6 1.02672 -0.17534 2.33344
H7 -0.29077 -1.26980 1.88833
H8 -0.63055 0.34045 2.52106
H9 0.72374 0.56741 -2.31697
H10 1.13553 -1.13434 -2.57607
H11 -0.54225 -0.69426 -2.42603
H12 -3.33950 1.61012 0.31905
H13 -3.05761 -0.02661 0.88042
H14 -2.30413 1.35960 1.71581

---

Q | Here is 3 unconnected molecules or ions with the total composition C7H14O2 from the Open Molecules 2025 dataset. Energies are from ωB97M-V with the def2-TZVPD basis set.

As for the spin multiplicity: 1. The HOMO-LUMO gap comes out at 9.541 eV. The net charge is 0. Its lowest unoccupied orbital energy is 0.76 eV.

Geometry (Å):
C1 -2.24458 -0.31825 0.78553
C2 -2.21130 -0.02805 -0.59535
O1 -1.34296 1.86505 0.73299
O2 -1.35705 -1.01787 1.44080
H1 -0.58324 -1.25698 0.88366
H2 -1.30620 2.74812 1.12171
H3 -3.05372 0.02068 1.41643
H4 -3.18577 0.11437 -1.05118
H5 -1.72424 1.13820 -0.36606
H6 -1.50980 -0.59925 -1.19615
C3 1.60874 0.40512 1.04622
C4 1.49056 -0.67349 0.00579
C5 1.37545 -0.27779 -1.40223
C6 1.46002 -1.97776 0.33410
C7 1.17396 0.96650 -1.83677
H7 1.43456 -1.08791 -2.12429
H8 1.73338 -0.02184 2.04131
H9 0.71164 1.03642 1.04560
H10 2.46889 1.04352 0.83060
H11 1.56483 -2.30747 1.36035
H12 1.36151 -2.74996 -0.41948
H13 1.08651 1.17845 -2.89437
H14 1.04882 1.80020 -1.15923

---

R | Here is 3 unconnected molecules or ions with the total composition C7H14O2 from the Open Molecules 2025 dataset. Energies are from ωB97M-V with the def2-TZVPD basis set.

As for the spin multiplicity: 1. The HOMO-LUMO gap comes out at 8.675 eV. The net charge is 0. Its SMILES is C=CC(=C)/C=C/C.O.O. Its lowest unoccupied orbital energy is 0.70 eV.

Geometry (Å):
C1 -0.13663 -1.17748 -1.43418
C2 -0.73922 -1.33945 -2.60010
C3 0.29933 1.16310 -1.90241
C4 0.46303 0.08058 -1.16488
C5 1.23868 0.24454 0.00469
C6 0.68349 0.13140 1.22838
C7 1.32535 0.46027 2.48892
H1 -0.24349 -1.85578 -0.49572
H2 -1.21515 -2.30577 -2.92775
H3 -0.65584 -0.51457 -3.21077
H4 -0.14973 1.15829 -2.91984
H5 0.70792 2.14164 -1.54541
H6 2.32787 0.54596 -0.07772
H7 -0.30843 -0.19449 1.22248
H8 2.34618 0.24080 2.35326
H9 1.00680 1.52385 2.77920
H10 1.06001 -0.26008 3.36138
H11 0.30303 -1.93295 3.00092
H12 -0.49007 -3.11390 2.28992
O1 -0.54936 -2.18443 2.45425
H13 -2.07802 3.09659 -1.28199
H14 -2.93130 2.00866 -0.49143
O2 -2.26444 2.08323 -1.13120

---

S | Here is 2 unconnected molecules or ions with the total composition C7H14O2 from the Open Molecules 2025 dataset. Energies are from ωB97M-V with the def2-TZVPD basis set.

As for the spin multiplicity: 1. The HOMO-LUMO gap comes out at 9.572 eV. The net charge is 0. Its SMILES is C=C(/C=C/CO)CC.O. Its lowest unoccupied orbital energy is 0.59 eV.

Geometry (Å):
C1 0.48316 -0.65124 -2.22456
C2 0.04649 -1.90178 -1.45356
C3 -0.45353 -1.49531 -0.06941
C4 -1.75066 -1.33110 0.16911
C5 1.45659 1.15589 1.95516
O1 0.98963 2.47421 2.29700
C6 0.39910 0.34523 1.27184
C7 0.62725 -0.85663 0.74786
H1 -0.10782 0.21094 -1.93573
H2 1.54993 -0.42608 -2.18395
H3 0.32798 -0.68893 -3.30779
H4 -0.81237 -2.31799 -1.98037
H5 0.86550 -2.60064 -1.35623
H6 -2.55135 -1.71528 -0.45778
H7 -2.14601 -1.14431 1.16608
H8 2.38323 1.33024 1.39904
H9 1.80398 0.69069 2.88257
H10 0.25021 2.65282 1.70827
H11 -0.57714 0.75839 1.10981
H12 1.55588 -1.41398 0.78309
H13 -1.66773 1.82056 -0.75702
H14 -1.53360 2.60636 0.55424
O2 -1.13873 2.49798 -0.31767

---

Which structure is most stable, and how do the rest compare? From most to least stable: P, S, R, Q.

---

P | Here is 2 unconnected molecules or ions with the total composition C6H11O from the Open Molecules 2025 dataset. Energies are from ωB97M-V with the def2-TZVPD basis set.

As for the spin multiplicity: 1. The HOMO-LUMO gap comes out at 3.961 eV. The net charge is -1. Its lowest unoccupied orbital energy is 1.31 eV.

Geometry (Å):
C1 -2.73535 1.35640 0.28115
O1 -3.61819 1.78615 -0.68430
C2 -1.15383 1.09447 -0.26379
C3 -0.46790 0.01715 0.59902
C4 0.99483 -0.20973 0.20579
C5 2.01959 -0.81778 0.81088
C6 2.95570 -1.58548 -0.14077
H1 -2.50229 1.96590 1.19162
H2 -3.01676 0.31004 0.60944
H3 -0.45748 2.01960 -0.43833
H4 -1.29658 0.73568 -1.27421
H5 -1.10917 -0.89167 0.44331
H6 -0.27994 0.38586 1.64744
H7 -0.16601 -1.25097 -0.97906
H8 1.02992 0.21982 -0.82683
H9 2.78082 -2.61842 -0.42604
H10 3.04528 -1.09226 -1.10512
H11 3.97736 -1.42475 0.34980

---

Q | Here is a gas-phase ion, C6H11O (charge -1) from the Open Molecules 2025 dataset. Energies are from ωB97M-V with the def2-TZVPD basis set.

As for the spin multiplicity: 1. The HOMO-LUMO gap comes out at 6.171 eV. The net charge is -1. Its SMILES is C/C=C/CCC[O-]. Its lowest unoccupied orbital energy is 3.97 eV.

Geometry (Å):
C1 0.89310 0.38141 1.89742
O1 1.59764 1.43817 1.47900
C2 -0.63655 0.47690 1.60268
C3 -1.21097 -0.60132 0.68356
C4 -0.84850 -0.40580 -0.76235
C5 0.35615 -0.04318 -1.17377
C6 0.76172 -0.04162 -2.63333
H1 1.01305 0.17514 3.00637
H2 1.22259 -0.62310 1.51485
H3 -1.20117 0.46821 2.53801
H4 -0.75854 1.45526 1.14182
H5 -0.93251 -1.60712 1.02023
H6 -2.30950 -0.53604 0.74514
H7 -1.56126 -0.71869 -1.52471
H8 1.11963 0.31230 -0.48078
H9 1.52028 0.69687 -2.89219
H10 -0.08941 0.22615 -3.27153
H11 1.06423 -1.05355 -2.89044

---

R | Here is 2 unconnected molecules or ions with the total composition C6H11O from the Open Molecules 2025 dataset. Energies are from ωB97M-V with the def2-TZVPD basis set.

As for the spin multiplicity: 1. The HOMO-LUMO gap comes out at 6.494 eV. The net charge is -1. Its lowest unoccupied orbital energy is 4.06 eV.

Geometry (Å):
C1 0.10531 2.07491 2.50102
C2 0.46084 1.28783 1.47775
C3 0.98592 1.84589 0.23122
C4 1.53561 1.06993 -0.71113
H1 0.22797 3.15152 2.44610
H2 -0.21543 1.63213 3.43811
H3 0.36850 0.21476 1.58568
H4 0.82603 2.90588 0.06030
H5 1.71607 1.48620 -1.69712
H6 1.77847 0.03829 -0.53211
C5 -0.87279 -1.83469 -1.59134
O1 -0.24966 -0.79463 -0.97566
C6 -1.51846 -2.78752 -0.58083
H7 -0.17573 -2.40317 -2.26959
H8 -1.66952 -1.47918 -2.28933
H9 -2.14040 -3.60736 -0.96437
H10 -2.10664 -2.19274 0.12818
H11 -0.75119 -3.19838 0.08890

---

Which structure is most stable, and how do the rest compare? From most to least stable: Q, R, P.